(1)
58
Properties=species:S:1:pos:R:3 method="wB97M-V/def2-TZVPD" gap_ha=0.18144 total_charge=-1 largest_force_ev_per_a=4.24
Al -1.18093 -0.00955 0.87465
Cl -3.29244 -0.38487 1.16921
N -0.23713 1.90996 0.53390
N -0.23216 -1.89149 0.62768
C -0.84591 2.77943 -0.24632
C -0.63587 -2.74698 -0.28317
C 1.09651 2.47658 0.86914
C 0.89860 3.94833 0.53053
C 2.12766 1.82066 -0.02935
C 1.47752 2.31836 2.32242
H 1.84682 1.90845 -1.08727
H 2.24233 0.76351 0.23526
H 3.09159 2.31859 0.10894
H 0.72765 2.79997 2.95564
H 2.44689 2.81191 2.48082
H 1.55431 1.26896 2.61083
C 0.77843 -2.59936 1.47144
C 1.03930 -3.88615 0.68981
C 0.20916 -2.95212 2.83283
C 2.02895 -1.75981 1.62145
H 2.38924 -1.44585 0.63248
H 2.80869 -2.35892 2.11349
H 1.80783 -0.88608 2.24361
H -0.67068 -3.60101 2.71753
H -0.07942 -2.03983 3.36183
H 0.98207 -3.47391 3.41496
O 0.02324 -3.89684 -0.35803
H 0.92746 -4.81039 1.27506
H 2.02071 -3.89886 0.19801
O -0.25941 3.96079 -0.36968
H 1.72402 4.41509 -0.01109
H 0.63230 4.55212 1.41010
C -2.01744 2.42306 -1.09395
C -1.72147 -2.46282 -1.25228
C -1.34721 -1.16945 -1.90527
H -2.63396 -2.33874 -0.64319
H -1.82800 -3.30016 -1.95243
C -1.43700 0.00428 -1.18383
C -1.52887 1.21989 -1.84218
H -1.07447 0.12167 3.23591
C -0.99912 1.31431 -3.15519
C -0.63492 0.13915 -3.81495
C -0.83134 2.64347 -3.80080
C -0.80015 -1.10678 -3.21095
H -0.21373 0.19682 -4.81725
C -0.44636 -2.37331 -3.91582
H 0.17358 -2.15740 -4.79169
H -1.34568 -2.90514 -4.26302
H 0.11405 -3.05421 -3.25749
H -1.79790 3.10617 -4.03855
H -0.27232 2.54189 -4.73345
H -0.28947 3.34179 -3.14963
H -2.28133 3.26711 -1.74110
H -2.84055 2.18567 -0.39880
O 0.52291 1.04470 5.45798
N -0.56332 0.49734 5.28262
O -0.88877 -0.65346 5.58857
O -0.46450 0.06340 2.48002

(2)
13
Properties=species:S:1:pos:R:3 method="wB97M-V/def2-TZVPD" gap_ha=0.33998 total_charge=0 smiles=PCP(P)#[PH2] e_above_lowest_kcal_mol=7.74 largest_force_ev_per_a=3.42
P 1.86640 -1.28292 -0.43143
C 0.89782 0.18369 -0.91499
P -0.57367 0.79050 0.55427
P -1.18633 2.61187 -0.54247
P -1.67999 -0.92045 -0.33353
H 1.16409 -1.54343 0.76187
H 2.79601 -0.52823 0.21817
H 1.67112 1.00960 -1.02903
H 0.29397 0.10852 -1.83531
H -2.25913 2.82475 0.15797
H -0.31207 3.35284 0.28553
H -3.01176 -0.59790 -1.02680
H -2.47190 -1.26135 0.75320

(3)
94
Properties=species:S:1:pos:R:3 method="wB97M-V/def2-TZVPD" gap_ha=0.12126 total_charge=-2 largest_force_ev_per_a=0.73
Pb 0.45993 0.13586 -0.78722
Cl -4.03432 2.84492 -5.09682
C -3.32106 1.62259 -4.06429
C -1.95051 1.42592 -4.11633
C -1.34823 0.49073 -3.28820
N 0.04022 0.32770 -3.18766
C 0.84223 0.44540 -4.22457
O 0.58773 0.67073 -5.42231
C 2.32172 0.29824 -3.86986
C 3.26700 0.34720 -4.89294
C 4.60765 0.29048 -4.56284
C 4.97529 0.19564 -3.22631
C 3.96799 0.14719 -2.27633
N 2.67768 0.19116 -2.59120
C -2.11549 -0.28854 -2.38406
C -3.50139 -0.09155 -2.38158
C -4.08815 0.85571 -3.20046
Cl -5.82241 1.07299 -3.11864
N -1.42869 -1.10560 -1.50868
C -1.95523 -2.29961 -1.10322
O -2.95301 -2.82967 -1.62474
C -1.21140 -2.96173 -0.02869
C -1.19097 -4.32909 0.05721
C -0.41240 -5.04644 0.97624
C 0.41319 -4.24250 1.81263
C 0.41642 -2.89198 1.75762
N -0.44960 -2.12107 0.89831
H -1.34364 1.99297 -4.80557
H 2.90605 0.43967 -5.90700
H 5.36479 0.32582 -5.33824
H 6.01361 0.15640 -2.92349
H 4.19421 0.05459 -1.21899
H -4.11466 -0.68538 -1.72119
H -1.80025 -4.84626 -0.67672
H -0.38054 -6.12663 0.99298
H 1.12539 -4.70760 2.49131
H 1.08819 -2.29807 2.36823
N 3.77877 -0.48522 2.04271
C 3.53928 -1.61899 1.26010
C 4.35249 -2.73291 1.50993
C 4.20562 -3.84748 0.70612
C 3.22407 -3.85300 -0.27116
C 2.43632 -2.72265 -0.39663
N 2.62383 -1.60375 0.30792
C 3.13070 0.73667 2.19825
C 3.89580 1.78875 2.73262
C 3.28721 3.00663 2.94409
C 1.94811 3.16890 2.60897
C 1.28365 2.07846 2.07877
N 1.85138 0.88542 1.89036
H 4.64423 -0.53856 2.55183
H 5.08083 -2.71098 2.31232
H 4.82772 -4.71912 0.87199
H 3.01754 -4.72102 -0.88023
H 1.61576 -2.70204 -1.10802
H 4.94607 1.64152 2.95636
H 3.86015 3.83128 3.35216
H 1.43034 4.10866 2.73821
H 0.24229 2.14054 1.78294
O -1.45239 1.31725 0.30745
C -1.98392 2.45351 0.54344
C -2.93806 2.59534 1.59798
C -3.53918 3.79429 1.89447
C -3.23863 4.95163 1.16763
C -2.32280 4.84965 0.13732
C -1.69897 3.64432 -0.19285
C -0.76311 3.61958 -1.31431
N 0.33512 2.90127 -1.44887
C 0.90922 3.29739 -2.63512
C 0.14298 4.24029 -3.24071
N -0.91816 4.44527 -2.38711
H -3.17956 1.69490 2.15160
H -4.25959 3.83920 2.70524
H -3.70245 5.90029 1.40629
H -2.05540 5.74371 -0.41926
H 1.82009 2.85274 -2.99511
H 0.22778 4.73848 -4.18971
H -1.75666 4.96144 -2.58537
C -3.94188 -0.76138 3.47566
Ge -2.39363 -1.94270 3.14491
C -3.10177 -3.73405 2.82988
C -1.38872 -1.96058 4.84556
C -1.28599 -1.19840 1.67588
H -4.59154 -1.20794 4.23186
H -4.52094 -0.62015 2.56165
H -3.62473 0.22108 3.83158
H -3.76986 -4.02154 3.64688
H -2.28548 -4.45557 2.74481
H -3.65116 -3.75986 1.88821
H -2.01913 -2.29441 5.67450
H -1.01347 -0.96177 5.07882
H -0.53835 -2.63606 4.75277
H -1.94270 -0.65416 0.99545
H -0.62650 -0.44432 2.12261

(4)
45
Properties=species:S:1:pos:R:3 method="wB97M-V/def2-TZVPD" gap_ha=0.30895 total_charge=+1 smiles="CCCCOOC(=O)c1cc([C@@H](C)CC)[nH+]c(P(O)(O)=S)c1" largest_force_ev_per_a=0.96
C 4.31555 1.92999 0.15397
C 3.52041 0.82694 0.84080
C 3.72646 -0.56503 0.23469
C 3.67447 -0.64454 -1.27270
O 2.32415 -0.34111 -1.68145
O 2.02194 -1.19524 -2.80850
C 0.67165 -1.25662 -2.96004
O 0.17623 -1.59252 -3.99274
C -0.13780 -0.95678 -1.72439
C -1.13500 -0.01324 -1.78143
C -1.90034 0.26220 -0.66079
C -2.99765 1.29181 -0.63418
C -3.95121 1.10635 -1.82112
C -3.78658 1.31718 0.67768
C -3.00406 1.79671 1.92526
N -1.62598 -0.43566 0.44834
C -0.65862 -1.37735 0.54741
P -0.37932 -2.10968 2.18045
O 0.40741 -3.44112 1.84908
O -1.83899 -2.61701 2.54340
S 0.42637 -0.88284 3.41811
C 0.09550 -1.66903 -0.54352
H 5.37247 1.67234 0.10706
H 4.20932 2.86963 0.68982
H 3.95476 2.10714 -0.85882
H 2.45881 1.08033 0.85697
H 3.83064 0.77380 1.88442
H 2.98269 -1.24135 0.66333
H 4.70365 -0.94466 0.53847
H 4.34374 0.07119 -1.74493
H 3.93321 -1.64005 -1.62456
H -1.30928 0.52435 -2.70046
H -2.51360 2.26694 -0.74634
H -3.44156 0.93875 -2.76532
H -4.61228 0.25980 -1.64259
H -4.55402 2.00423 -1.92136
H -4.27134 0.35236 0.83844
H -4.60524 2.01592 0.51878
H -3.07043 1.06537 2.73357
H -3.39846 2.73182 2.30320
H -1.94304 1.92607 1.71423
H -2.17447 -0.24814 1.28002
H 1.35377 -3.32066 2.01236
H -2.05949 -2.27670 3.42442
H 0.86559 -2.42191 -0.49905

Calculated total energy in Eh, matching the order above: -2022.14555 -1408.20215 -5493.36524 -1717.53737